Molecular formula: C13H18ClNO2
Method: DFT, wB97M-V/def2-TZVPD

```
! wB97M-V def2-TZVPD RIJCOSX def2/J DEFGRID3
* xyz 0 1
Cl 2.5773 1.4226 -0.7543
O -0.9715 1.7471 -2.1243
O -0.7562 -0.5054 -2.0763
N 2.9909 -0.0850 1.3844
C -0.0666 1.6129 -3.2374
C -3.1839 -2.7418 1.9657
C 0.1335 2.9618 -3.8928
C -1.9721 -1.8610 0.0536
C -2.3723 -2.9380 0.8329
C 3.3505 -1.3769 1.9896
C -3.5795 -1.4382 2.3229
C 3.2278 1.1544 2.1525
C -2.3729 -0.5176 0.3893
C -1.2210 0.5219 -1.5573
C -3.1819 -0.3452 1.5660
C -2.0118 0.6032 -0.3569
C 2.6707 -0.0175 0.1151
H -3.4749 0.6738 1.8432
H -0.4841 0.8888 -3.9536
H 3.4206 0.8794 3.1882
H -0.8072 3.3532 -4.2926
H 4.3046 -1.7375 1.5797
H -1.3513 -2.0010 -0.8311
H -2.0526 -3.9462 0.5555
H 2.3407 1.7952 2.0890
H 0.8941 1.2284 -2.8560
H -4.2067 -1.2864 3.2054
H 4.0963 1.6820 1.7384
H 2.5001 -0.9100 -0.4866
H 2.5723 -2.1225 1.7846
H -2.3503 1.5855 -0.0450
H -3.5027 -3.5990 2.5640
H 0.8321 2.8739 -4.7309
H 3.4595 -1.2482 3.0675
H 0.5486 3.6933 -3.1926
*
```

Calculated values
Gap between HOMO and LUMO (Eh): 0.085
Energy relative to the best compared isomer or geometry (same formula, charge and spin) (kcal/mol): 104.29


Molecular formula: Br2HNS
Method: DFT, wB97M-V/def2-TZVPD

```
! wB97M-V def2-TZVPD RIJCOSX def2/J DEFGRID3
* xyz 0 1
Br 1.5379 -2.4513 -1.3911
Br 2.4470 -0.8886 2.2004
S 1.5694 -0.2977 -1.3162
N 1.0041 -0.1161 0.1546
H 0.7144 0.8095 0.2583
*
```

Calculated values
Gap between HOMO and LUMO (spin up / spin down) (Eh): 0.251 / 0.311
Energy relative to the best compared isomer or geometry (same formula, charge and spin) (kcal/mol): 23.64


Molecular formula: C3H3N2O
Method: DFT, wB97M-V/def2-TZVPD

```
! wB97M-V def2-TZVPD RIJCOSX def2/J DEFGRID3
* xyz 1 1
O -2.3498 -1.4604 0.2114
N 1.8222 0.0750 0.1590
N -0.5677 0.0195 0.9218
C -0.8116 0.2448 -0.7571
C 0.3846 0.0643 0.0052
C -1.5527 -0.6678 0.0302
H 2.4655 0.5125 -0.4501
H 1.8495 0.0934 1.1407
H -1.2400 1.1187 -1.2611
*
```

Calculated values
Gap between HOMO and LUMO (Eh): 0.394
Energy relative to the best compared isomer or geometry (same formula, charge and spin) (kcal/mol): 72.83


Molecular formula: C4H4CeO2
Method: DFT, wB97M-V/def2-TZVPD

```
! wB97M-V def2-TZVPD RIJCOSX def2/J DEFGRID3
* xyz 4 3
Ce 1.7711 0.2477 -4.7170
O 1.1179 0.7732 -2.2556
O -1.2451 0.9424 2.1376
C -1.2393 -0.2113 1.8050
C 0.7346 -0.2306 -0.0771
C 0.7740 0.5783 -1.1244
C -0.2987 -1.0096 0.5462
H 0.0742 -1.9091 1.0633
H 1.4387 0.7337 0.3263
H -1.0925 -1.3778 -0.1234
H -2.0350 1.4632 2.4191
*
```

Calculated values
Gap between HOMO and LUMO (spin up / spin down) (Eh): 0.137 / 0.346
<S²>: 2.27


Molecular formula: C4H15NO3
Method: DFT, wB97M-V/def2-TZVPD

```
! wB97M-V def2-TZVPD RIJCOSX def2/J DEFGRID3
* xyz 0 1
O 0.0475 -2.4370 -2.2345
O -1.4697 0.5655 2.8380
O 3.3212 -1.3861 0.1180
N 0.2061 -0.3846 0.2216
C 0.3240 1.3744 -1.8287
C -0.7717 1.6851 -0.7091
C -0.4611 0.8682 0.6191
C -1.8166 0.6942 1.4774
H -2.4485 -0.0732 1.1979
H 1.3184 1.3953 -1.3457
H -0.9271 -0.2863 2.9558
H 0.3173 2.2238 -2.5275
H -0.8668 2.7374 -0.5929
H -0.2540 -0.7393 -0.5549
H -0.1235 -2.8578 -3.1150
H 0.3137 -1.0456 1.0615
H 2.5319 -1.1849 0.6315
H 0.1707 0.3868 -2.1931
H 0.4140 1.2409 1.2731
H 3.2878 -0.5539 -0.3818
H 0.1124 -3.1525 -1.4938
H -2.3927 1.7141 1.4551
H -1.7368 1.2178 -1.0449
*
```

Calculated values
Gap between HOMO and LUMO (Eh): 0.356
Energy relative to the best compared isomer or geometry (same formula, charge and spin) (kcal/mol): 45.81


Molecular formula: C4H8O3
Method: DFT, wB97M-V/def2-TZVPD

```
! wB97M-V def2-TZVPD RIJCOSX def2/J DEFGRID3
* xyz 0 1
O 0.9472 -0.5341 1.1701
O -0.5384 -2.2336 1.0928
O -2.1111 -1.0425 -0.5351
C -1.2271 -0.1875 0.1192
C -0.6109 0.7788 -0.8326
C -0.1439 -1.0897 0.8645
C 1.9789 0.7276 -0.3303
H 2.1498 1.3903 0.5094
H 0.5150 0.8027 -0.5125
H -1.7165 0.3544 0.9461
H 2.0248 1.1908 -1.3166
H 2.4169 -0.2565 -0.2546
H -0.9036 1.8277 -0.7458
H -1.9499 -1.9027 -0.0923
H -0.6389 0.4218 -1.8638
*
```

Calculated values
Gap between HOMO and LUMO (spin up / spin down) (Eh): 0.273 / 0.273
Energy relative to the best compared isomer or geometry (same formula, charge and spin) (kcal/mol): 112.16


It is found that the maximum force values, taken in the order of the records, are 2.609, 2.368, 7.734, 4.861, 5.082, 0.349 eV/A.